[1]
C18H48AsF6O18S6 | ωB97M-V/def2-TZVPD

As for the gap between HOMO and LUMO: 11.20 eV. Its energy above the lowest of the compared OMol25 structures with the same formula, charge and spin is 109.9 kcal per mole. Its charge is -1. The HOMO energy comes out at -9.4 eV. The value obtained for the calculated total energy is -198454.0787 eV.

Atoms and positions in Å:
As 3.48 18.64 -23.30
F 2.81 17.13 -22.57
F 5.13 17.92 -23.55
F 4.00 20.11 -24.13
F 1.88 19.49 -22.99
F 4.01 19.21 -21.68
F 2.95 17.91 -24.88
O 9.37 25.04 -27.18
S 9.40 24.80 -28.60
O 9.06 25.83 -29.60
O 10.92 24.17 -29.01
C 11.45 23.05 -28.33
C 12.96 23.20 -28.43
C 8.28 23.38 -29.10
H 11.11 22.08 -28.70
H 11.17 23.08 -27.27
H 13.47 22.30 -28.10
H 13.47 24.01 -27.90
H 13.20 23.32 -29.48
H 8.58 22.54 -28.46
H 8.43 23.19 -30.16
H 7.27 23.71 -28.88
O 4.47 21.98 -12.21
S 4.44 20.89 -13.23
O 5.02 19.58 -12.99
O 2.80 20.76 -13.64
C 2.39 19.65 -14.42
C 1.81 18.66 -13.45
C 5.11 21.62 -14.78
H 3.23 19.20 -14.93
H 1.68 20.04 -15.15
H 2.54 18.35 -12.70
H 1.46 17.76 -13.95
H 0.95 19.21 -13.05
H 4.71 20.99 -15.58
H 6.17 21.43 -14.67
H 4.94 22.68 -14.95
O -6.14 14.94 -20.96
S -4.85 15.29 -21.62
O -3.81 14.29 -21.85
O -5.12 16.12 -23.02
C -4.05 16.18 -23.96
C -4.09 17.61 -24.65
C -4.12 16.67 -20.63
H -4.12 15.37 -24.69
H -3.04 16.15 -23.55
H -3.86 18.35 -23.88
H -5.08 17.78 -25.07
H -3.31 17.64 -25.41
H -3.85 16.24 -19.67
H -4.99 17.32 -20.61
H -3.31 17.20 -21.14
O 2.97 8.81 -26.75
S 2.67 9.22 -25.37
O 2.12 8.35 -24.34
O 4.05 9.87 -24.65
C 4.90 10.57 -25.44
C 5.96 9.75 -26.14
C 1.75 10.82 -25.46
H 5.38 11.41 -24.95
H 4.29 10.95 -26.26
H 6.65 10.33 -26.76
H 5.56 8.95 -26.76
H 6.62 9.31 -25.40
H 1.76 11.27 -24.46
H 0.73 10.67 -25.79
H 2.37 11.49 -26.05
O 13.52 15.67 -25.46
S 12.69 14.91 -24.55
O 11.55 14.13 -25.08
O 13.68 13.86 -23.68
C 13.05 12.73 -23.11
C 13.91 12.26 -21.99
C 12.18 15.96 -23.19
H 12.94 12.01 -23.92
H 12.13 13.10 -22.67
H 14.94 12.53 -22.24
H 13.94 11.17 -21.97
H 13.81 12.67 -20.99
H 11.64 15.32 -22.51
H 11.61 16.80 -23.58
H 13.12 16.28 -22.73
O -1.85 28.01 -26.94
S -0.54 27.38 -26.93
O 0.38 27.63 -28.07
O 0.31 27.80 -25.54
C 1.56 27.34 -25.33
C 2.05 28.01 -24.03
C -0.85 25.55 -26.72
H 2.26 27.64 -26.11
H 1.56 26.25 -25.33
H 2.03 29.09 -24.21
H 3.05 27.68 -23.78
H 1.40 27.72 -23.21
H -1.07 25.38 -25.67
H 0.13 25.18 -27.03
H -1.68 25.36 -27.40



[2]
C18H48BrF6PdSb2Si4Te | ωB97M-V/def2-TZVPD

The multiplicity is 2. As for the gap between HOMO and LUMO (alpha / beta): 6.14 / 5.93 eV. Its energy above the lowest of the compared OMol25 structures with the same formula, charge and spin is 110.8 kcal per mole. Its charge is +2. The HOMO energy (alpha / beta) comes out at -14.5 / -14.3 eV. The value obtained for the calculated total energy is -161140.0303 eV.

Atoms and positions in Å:
Pd 0.56 -1.29 -2.62
Br 2.87 -0.68 -2.44
F -1.38 -0.58 -2.77
Sb -1.79 -2.92 -1.13
F 0.74 -2.16 -0.34
F -0.53 -3.15 -2.66
F -1.13 -2.17 1.86
F -3.16 -3.36 -2.35
F -1.47 -4.74 -0.75
C -2.80 2.41 -1.87
C -2.06 2.27 -3.20
C -2.87 1.46 -4.20
Sb -0.07 1.52 -2.96
C 0.44 1.10 -5.03
C 1.86 1.55 -5.34
C 0.16 -0.31 -5.51
C 1.14 3.18 -2.29
C 0.49 3.85 -1.09
C 2.58 2.79 -2.01
H -3.76 2.90 -2.03
H -2.25 2.99 -1.13
H -3.00 1.42 -1.46
H -1.80 3.26 -3.61
H -3.06 0.46 -3.83
H -2.41 1.39 -5.19
H -3.83 1.97 -4.34
H -0.29 1.80 -5.47
H 2.59 0.89 -4.87
H 2.06 2.58 -5.05
H 2.01 1.49 -6.42
H 0.94 -1.00 -5.18
H 0.19 -0.31 -6.60
H -0.82 -0.69 -5.21
H 1.06 3.83 -3.18
H 0.34 3.13 -0.27
H -0.47 4.31 -1.32
H 1.15 4.63 -0.72
H 2.64 2.08 -1.19
H 3.13 3.69 -1.72
H 3.09 2.36 -2.87
C 0.36 -4.62 1.90
Si -1.00 -3.65 2.68
C -2.68 -4.38 2.57
C -0.53 -3.03 4.38
Si 0.61 0.09 2.00
Te 0.09 -0.09 -0.41
Si -1.31 1.19 3.04
C -0.57 2.90 3.15
C -2.72 0.99 1.85
C -1.51 0.38 4.69
Si 2.85 -0.60 2.63
C 3.31 -2.10 1.65
C 2.62 -0.82 4.46
C 3.61 1.03 2.14
H -0.04 -5.44 1.29
H 1.01 -5.05 2.66
H 0.95 -3.99 1.24
H -2.77 -5.25 3.22
H -2.89 -4.72 1.55
H -3.46 -3.67 2.86
H 0.12 -3.74 4.90
H -1.40 -2.87 5.02
H 0.02 -2.09 4.30
H -0.05 3.22 2.24
H 0.14 2.96 3.98
H -1.36 3.64 3.35
H -2.40 0.70 0.85
H -3.29 1.92 1.76
H -3.41 0.22 2.21
H -0.57 0.18 5.19
H -2.07 -0.55 4.62
H -2.08 1.08 5.32
H 3.23 -2.99 2.28
H 4.33 -2.03 1.28
H 2.65 -2.24 0.80
H 2.10 -1.75 4.68
H 2.06 0.01 4.90
H 3.58 -0.86 4.98
H 3.43 1.27 1.09
H 4.70 0.99 2.28
H 3.24 1.85 2.77



[3]
C18H48F2HfNO22S8 | ωB97M-V/def2-TZVPD

As for the gap between HOMO and LUMO: 3.94 eV. Its energy above the lowest of the compared OMol25 structures with the same formula, charge and spin is 0.0 kcal per mole. Its charge is +3. The HOMO energy comes out at -15.8 eV. The value obtained for the calculated total energy is -159370.7669 eV.

Atoms and positions in Å:
Hf 0.02 -2.43 -0.10
N 0.35 -0.28 0.42
S -0.51 1.13 0.26
O 0.09 2.10 -0.60
O -1.27 1.61 1.37
F -1.63 0.44 -0.64
S 1.58 0.57 1.37
O 1.18 0.93 2.70
O 2.49 1.47 0.70
F 2.50 -0.73 1.69
O -1.16 6.17 0.57
S 0.02 6.69 -0.05
O -0.05 7.94 -0.73
O 1.32 6.81 0.95
C 1.38 5.93 2.07
C 2.68 5.12 2.00
C 0.73 5.47 -1.16
H 0.59 5.18 2.16
H 1.33 6.51 2.99
H 2.81 4.49 2.88
H 3.65 5.63 2.00
H 2.72 4.50 1.10
H 1.58 5.94 -1.65
H -0.09 5.12 -1.78
H 1.18 4.66 -0.59
O 2.31 -1.87 -0.78
S 3.52 -1.25 -1.33
O 3.44 0.07 -1.86
O 4.61 -1.29 -0.12
C 5.39 -0.12 0.16
C 6.40 -0.51 1.24
C 4.40 -2.35 -2.47
H 4.81 0.80 0.32
H 5.79 0.15 -0.83
H 6.90 0.40 1.55
H 7.09 -1.24 0.84
H 5.77 -0.95 2.02
H 4.86 -3.11 -1.84
H 5.21 -1.81 -2.97
H 3.68 -2.65 -3.24
O -3.52 -2.63 2.61
S -2.61 -1.56 2.38
O -1.38 -1.86 1.63
O -3.33 -0.36 1.58
C -4.72 -0.06 1.91
C -4.98 1.38 1.55
C -2.20 -0.62 3.88
H -4.89 -0.23 2.98
H -5.41 -0.79 1.49
H -5.24 1.52 0.50
H -4.37 2.22 1.87
H -5.94 1.55 2.08
H -3.08 -0.24 4.40
H -1.67 0.23 3.45
H -1.61 -1.24 4.56
O 1.34 -4.41 3.82
S 1.69 -3.15 3.24
O 1.34 -2.91 1.82
O 0.96 -1.94 4.02
C 0.79 -2.11 5.49
C 0.89 -0.70 6.08
C 3.42 -2.83 3.59
H 1.54 -2.78 5.89
H -0.19 -2.56 5.61
H 1.89 -0.31 5.86
H 0.94 -0.77 7.17
H 0.18 0.05 5.79
H 3.88 -2.19 2.83
H 3.86 -3.83 3.62
H 3.59 -2.45 4.59
O 0.09 -1.00 -2.14
S 0.63 -0.65 -3.47
O 1.80 -1.34 -3.93
O -0.57 -0.88 -4.55
C -0.22 -0.67 -5.94
C -1.19 -1.51 -6.75
C 0.87 1.15 -3.63
H 0.81 -0.90 -6.22
H -0.24 0.39 -6.24
H -2.19 -1.55 -6.35
H -0.80 -2.52 -6.81
H -1.20 -1.07 -7.75
H -0.10 1.65 -3.64
H 1.30 1.32 -4.62
H 1.46 1.45 -2.77
O -2.39 -2.18 -0.70
S -3.60 -1.70 -1.43
O -3.98 -0.33 -1.42
O -3.34 -2.12 -2.96
C -4.32 -1.71 -3.95
C -5.31 -2.79 -4.37
C -4.99 -2.73 -0.91
H -3.78 -1.34 -4.81
H -4.89 -0.86 -3.58
H -6.08 -2.89 -3.60
H -4.93 -3.82 -4.44
H -5.81 -2.50 -5.29
H -5.09 -2.74 0.17
H -4.91 -3.65 -1.48
H -5.85 -2.19 -1.33



[4]
C18H48F2N7O10S2 | ωB97M-V/def2-TZVPD

As for the gap between HOMO and LUMO: 10.52 eV. Its energy above the lowest of the compared OMol25 structures with the same formula, charge and spin is 76.5 kcal per mole. Its charge is +5. The HOMO energy comes out at -21.8 eV. The value obtained for the calculated total energy is -77401.0281 eV.

Atoms and positions in Å:
C 0.32 4.55 -2.44
C 0.07 4.90 -3.90
O -0.23 4.18 -4.79
N 0.55 6.30 -4.26
H -0.24 6.87 -4.59
H 0.80 6.78 -3.39
C 1.81 6.29 -5.11
H 1.20 5.16 -2.19
H 0.61 3.59 -2.02
H -0.49 4.94 -1.82
H 2.16 7.32 -5.14
H 1.58 6.19 -6.18
H 2.51 5.53 -4.79
C -3.88 5.02 0.09
C -2.85 4.74 1.18
O -1.68 4.62 1.02
N -3.43 4.53 2.59
H -3.61 5.46 2.95
H -4.26 3.96 2.46
C -2.48 3.92 3.59
H -3.84 4.21 -0.63
H -3.67 6.03 -0.26
H -4.87 4.95 0.55
H -2.45 2.84 3.70
H -2.98 4.20 4.52
H -1.56 4.50 3.63
C 3.01 -8.41 1.42
C 2.53 -7.27 2.27
O 3.15 -6.72 3.10
N 1.12 -6.76 2.05
H 0.50 -7.30 1.45
H 0.72 -6.70 2.99
C 1.24 -5.36 1.45
H 3.15 -7.96 0.43
H 2.30 -9.24 1.34
H 3.91 -8.91 1.77
H 1.56 -4.61 2.17
H 0.30 -5.07 0.99
H 1.93 -5.51 0.62
C 2.32 -1.61 -3.56
C 0.96 -1.52 -4.21
O 0.58 -2.17 -5.10
N -0.04 -0.56 -3.57
H -0.89 -1.12 -3.65
H 0.05 -0.37 -2.55
C -0.08 0.77 -4.28
H 2.89 -0.88 -4.15
H 2.83 -2.56 -3.67
H 2.39 -1.37 -2.50
H -0.44 1.53 -3.59
H -0.60 0.65 -5.23
H 0.97 1.02 -4.48
C -3.24 -1.67 0.94
C -3.69 -1.74 -0.48
O -4.71 -2.23 -0.81
N -2.86 -1.03 -1.56
H -1.92 -0.68 -1.22
H -2.73 -1.68 -2.33
C -3.57 0.19 -2.08
H -2.59 -2.54 1.09
H -4.11 -1.83 1.58
H -2.67 -0.79 1.21
H -4.32 -0.01 -2.85
H -2.80 0.83 -2.52
H -4.00 0.73 -1.24
C 3.99 -1.13 3.57
C 3.86 -1.81 4.91
O 4.52 -2.71 5.28
N 2.53 -1.50 5.61
H 2.56 -1.71 6.61
H 2.49 -0.48 5.63
C 1.33 -2.32 5.04
H 4.90 -1.52 3.10
H 3.99 -0.05 3.55
H 3.24 -1.52 2.87
H 0.55 -1.77 5.56
H 1.53 -3.29 5.48
H 1.21 -2.17 3.98
N -0.24 -0.10 -0.64
S -0.23 1.22 0.22
O 0.85 2.15 -0.02
O -0.97 1.18 1.45
F -1.40 2.09 -0.57
S 0.63 -1.08 0.47
O 0.05 -1.34 1.79
O 2.06 -0.87 0.44
F 0.32 -2.39 -0.35



[5]
C18H48F3NaO9S7 | ωB97M-V/def2-TZVPD

As for the gap between HOMO and LUMO: 6.59 eV. Its charge is 0. The HOMO energy comes out at -8.6 eV. The value obtained for the calculated total energy is -126276.7719 eV.

Atoms and positions in Å:
Na -2.02 3.21 -0.78
C 1.02 2.24 -0.46
O -0.15 1.44 -0.68
O 0.66 3.59 -0.74
C 1.40 1.80 1.03
F 1.98 0.60 1.20
F 2.26 2.71 1.58
F 0.37 1.71 1.87
C -0.28 0.70 -1.85
C -0.25 -0.72 -1.68
H -0.26 -1.30 -2.60
H 0.67 -0.98 -1.16
H -1.02 -1.15 -1.04
H 0.52 0.90 -2.57
H -1.27 0.93 -2.22
H 1.86 2.07 -1.14
C 6.28 -0.74 3.67
S 4.42 -0.81 3.82
O 4.21 -1.00 5.34
C 4.09 0.96 3.40
H 6.65 -1.76 3.77
H 6.83 -0.06 4.33
H 6.68 -0.47 2.69
H 3.03 1.15 3.58
H 4.41 1.27 2.40
H 4.65 1.52 4.14
C -2.66 2.57 -5.12
S -1.15 2.93 -6.25
O -1.57 4.00 -7.24
C -0.27 3.83 -4.84
H -3.38 2.37 -5.91
H -3.03 3.47 -4.63
H -2.69 1.87 -4.29
H 0.76 4.09 -5.08
H -0.30 3.39 -3.85
H -0.80 4.77 -4.70
C -1.53 -4.70 -0.89
S -0.84 -4.47 -2.54
O -0.69 -5.89 -3.13
C -2.34 -3.62 -3.36
H -0.90 -5.46 -0.43
H -2.51 -5.15 -1.06
H -1.44 -3.83 -0.24
H -2.56 -2.68 -2.85
H -3.21 -4.27 -3.20
H -2.08 -3.61 -4.42
C 0.52 -0.90 4.53
S 1.23 -2.49 3.82
O -0.08 -3.24 3.46
C 1.90 -3.35 5.34
H -0.13 -1.10 5.38
H -0.08 -0.22 3.92
H 1.31 -0.31 5.00
H 2.27 -4.34 5.06
H 1.09 -3.35 6.07
H 2.82 -3.05 5.84
C -2.15 -0.81 1.51
S -3.45 -1.70 0.44
O -4.32 -2.46 1.35
C -4.42 -0.21 -0.18
H -1.21 -1.35 1.38
H -2.61 -0.79 2.50
H -2.22 0.16 1.02
H -5.36 -0.36 -0.72
H -3.94 0.21 -1.06
H -4.82 0.43 0.60
C 5.08 -0.04 -3.15
S 3.32 0.62 -3.33
O 3.40 1.27 -4.69
C 2.57 -1.02 -3.92
H 4.89 -0.97 -2.62
H 5.67 0.71 -2.61
H 5.67 -0.19 -4.06
H 1.52 -0.83 -4.12
H 2.68 -1.78 -3.14
H 3.10 -1.44 -4.77
C -2.41 2.88 2.94
S -3.94 2.58 3.96
O -3.83 1.14 4.55
C -5.20 2.53 2.55
H -2.20 2.18 2.13
H -1.67 2.83 3.75
H -2.47 3.89 2.52
H -4.73 1.76 1.93
H -5.18 3.44 1.95
H -6.17 2.27 2.99